Formula: C30H62F6N9O12S6
Source: OMol25
Level of theory: ωB97M-V/def2-TZVPD

```
125
C30H62F6N9O12S6, DFT ωB97M-V/def2-TZVPD
C 31.77 -5.65 -22.62
C 32.01 -6.29 -21.27
C 31.11 -5.79 -20.09
C 31.51 -4.37 -19.66
N 30.70 -3.72 -18.53
C 31.22 -2.26 -18.40
C 30.12 -1.52 -17.62
C 28.85 -2.24 -17.98
C 29.23 -3.35 -18.97
C 30.78 -4.48 -17.21
H 32.30 -6.20 -23.40
H 32.01 -4.60 -22.44
H 30.70 -5.81 -22.75
H 33.09 -6.39 -21.15
H 31.61 -7.30 -21.37
H 31.24 -6.58 -19.35
H 30.08 -5.80 -20.45
H 31.35 -3.71 -20.52
H 32.57 -4.35 -19.41
H 32.16 -2.26 -17.84
H 31.38 -1.88 -19.41
H 30.31 -1.55 -16.54
H 30.01 -0.49 -17.96
H 28.29 -2.61 -17.12
H 28.18 -1.55 -18.50
H 28.69 -4.30 -19.01
H 29.24 -2.94 -19.97
H 31.85 -4.65 -17.07
H 30.24 -5.41 -17.41
H 30.36 -3.85 -16.43
C 23.73 -11.97 -17.83
C 25.07 -11.83 -18.66
C 25.34 -10.41 -19.12
C 24.45 -10.03 -20.30
N 24.62 -8.62 -20.85
C 24.54 -7.44 -19.80
C 23.94 -6.25 -20.54
C 23.45 -6.72 -21.88
C 23.57 -8.25 -21.94
C 26.04 -8.57 -21.53
H 23.60 -12.94 -17.35
H 22.76 -11.68 -18.22
H 23.83 -11.25 -17.02
H 25.11 -12.54 -19.49
H 25.85 -12.18 -17.98
H 26.38 -10.29 -19.44
H 25.13 -9.62 -18.39
H 23.40 -10.16 -20.01
H 24.73 -10.73 -21.09
H 25.53 -7.20 -19.42
H 23.80 -7.73 -19.05
H 24.72 -5.51 -20.71
H 23.16 -5.78 -19.93
H 23.94 -6.18 -22.70
H 22.37 -6.58 -21.92
H 23.72 -8.74 -22.90
H 22.63 -8.66 -21.57
H 26.85 -8.49 -20.81
H 25.92 -7.69 -22.17
H 26.11 -9.45 -22.18
C 25.55 -2.03 -24.20
C 25.12 -0.98 -23.22
N 25.40 -1.36 -21.83
C 25.00 -0.56 -20.78
C 25.45 -1.15 -19.62
N 26.18 -2.28 -19.96
C 26.23 -2.36 -21.34
C 26.69 -3.24 -19.00
H 26.63 -2.14 -24.29
H 25.16 -1.64 -25.14
H 25.04 -2.96 -23.96
H 24.04 -0.83 -23.21
H 25.67 -0.04 -23.33
H 24.52 0.40 -20.91
H 25.29 -0.89 -18.59
H 26.67 -3.10 -21.99
H 27.20 -3.90 -19.70
H 25.78 -3.51 -18.46
H 27.43 -2.62 -18.50
C 28.36 -9.49 -18.57
C 28.62 -8.97 -17.12
N 30.05 -8.60 -17.02
C 31.06 -9.52 -16.84
C 32.24 -8.78 -16.70
N 31.96 -7.44 -16.74
C 30.59 -7.33 -16.94
C 32.90 -6.31 -16.65
H 28.58 -8.75 -19.34
H 27.33 -9.84 -18.64
H 29.00 -10.34 -18.81
H 28.20 -9.66 -16.38
H 28.09 -8.02 -17.12
H 30.82 -10.58 -16.77
H 33.23 -9.18 -16.55
H 30.09 -6.37 -17.02
H 33.63 -6.37 -15.84
H 32.25 -5.46 -16.47
H 33.47 -6.15 -17.56
N 28.46 -7.28 -12.76
S 29.08 -5.90 -13.40
O 28.27 -4.69 -13.22
O 30.01 -5.98 -14.50
F 30.14 -5.81 -12.20
S 27.68 -7.67 -13.97
O 28.47 -8.26 -15.08
O 26.49 -6.87 -14.29
F 27.07 -8.98 -13.25
N 26.66 -4.36 -22.47
S 26.07 -5.25 -23.75
O 25.12 -6.28 -23.45
O 27.06 -5.51 -24.81
F 25.18 -4.17 -24.52
S 27.30 -5.47 -21.73
O 28.32 -6.28 -22.38
O 26.41 -6.19 -20.90
F 28.22 -4.62 -20.73
N 28.88 -6.30 -18.12
S 27.61 -6.39 -19.27
O 26.83 -5.20 -19.61
O 26.95 -7.65 -19.30
F 28.57 -6.62 -20.58
S 27.92 -5.83 -17.03
O 27.08 -6.78 -16.36
O 27.56 -4.42 -16.92
F 29.02 -5.79 -15.86
```

## Properties
- LUMO level (eV) = -2.75
- net charge = +1
- frontier orbital gap (eV) = 8.087

---

Formula: C6H8OS
Source: OMol25
Level of theory: ωB97M-V/def2-TZVPD

```
16
C6H8OS, DFT ωB97M-V/def2-TZVPD
C 0.97 -0.02 -0.65
C 0.67 -0.43 0.82
C 0.50 1.09 0.92
C -0.31 0.85 -0.43
C -1.41 -0.04 -0.19
C -0.81 -0.97 0.79
H 0.65 -0.97 -2.62
H 1.67 0.74 -0.71
H 1.56 -1.07 1.32
H 1.39 1.70 0.29
H -0.09 1.75 1.52
H -0.66 1.81 -0.86
H -0.92 -2.01 0.43
H -1.53 -1.01 1.74
O 1.26 -1.15 -1.66
S -2.94 -0.25 -0.71
```

## Properties
- LUMO level (eV) = -0.02
- frontier orbital gap (eV) = 8.533

---

Formula: C11H8NOS3Tc
Source: OMol25
Level of theory: ωB97M-V/def2-TZVPD

```
25
C11H8NOS3Tc, DFT ωB97M-V/def2-TZVPD
Tc 0.34 -0.53 -1.23
O 2.08 -1.48 -0.97
N 2.71 -1.55 0.22
C 3.88 -2.21 0.28
C 4.54 -2.29 1.48
C 3.97 -1.68 2.61
C 2.77 -1.01 2.50
C 2.13 -0.95 1.27
S 0.60 -0.16 0.98
H 4.22 -2.63 -0.65
H 5.48 -2.81 1.53
H 4.48 -1.73 3.56
H 2.31 -0.54 3.35
S -1.81 -1.03 -1.22
C -2.72 0.47 -1.20
C -4.09 0.51 -0.94
C -4.73 1.73 -0.97
C -4.03 2.90 -1.26
C -2.67 2.87 -1.51
C -2.02 1.64 -1.49
S -0.31 1.48 -1.83
H -4.63 -0.40 -0.72
H -5.80 1.78 -0.78
H -4.56 3.85 -1.28
H -2.12 3.77 -1.73
```

## Properties
- spin multiplicity = 2
- LUMO level (alpha / beta) (eV) = -5.89 / -5.20
- net charge = +1
- frontier orbital gap (alpha / beta) (eV) = 5.611 / 6.742

---

Formula: C21H27N4O10S3Sc
Source: OMol25
Level of theory: ωB97M-V/def2-TZVPD

```
66
C21H27N4O10S3Sc, DFT ωB97M-V/def2-TZVPD
Sc 0.10 0.70 -0.43
N 1.17 -0.40 2.52
N 1.17 0.86 3.13
C 0.93 1.99 2.36
O 1.26 3.09 2.78
O 0.28 1.77 1.25
H 0.54 -1.03 3.00
H 2.10 -0.79 2.48
H 1.79 1.03 3.91
O 2.50 -2.25 0.10
S 3.04 -1.06 -0.72
O 4.42 -0.88 -0.40
O 2.19 0.09 -0.45
C 2.98 -1.58 -2.44
C 4.22 -2.04 -2.86
C 4.43 -2.52 -4.15
C 3.37 -2.55 -5.03
C 2.12 -2.10 -4.62
C 1.89 -1.61 -3.34
S 0.12 -1.13 -3.08
O -0.46 -1.24 -0.06
O -0.39 -0.99 -4.45
O 0.37 0.26 -2.46
H 5.06 -2.00 -2.18
H 5.41 -2.86 -4.44
H 3.50 -2.91 -6.04
H 1.29 -2.10 -5.30
C -0.51 -3.51 0.09
O 0.07 -2.34 0.67
H -0.13 -4.35 0.67
H -0.22 -3.59 -0.96
H -1.59 -3.44 0.17
H 1.47 -2.24 0.33
N 1.96 2.63 -2.56
C 1.17 3.45 -1.82
C 1.52 4.80 -1.61
C 0.63 5.61 -0.95
C -0.59 5.10 -0.51
C -0.83 3.76 -0.72
N 0.03 2.94 -1.33
H 2.94 2.81 -2.63
H 1.64 1.68 -2.72
H 2.46 5.17 -1.99
H 0.89 6.65 -0.77
H -1.31 5.71 0.01
H -1.74 3.29 -0.35
C -2.63 -1.42 5.59
C -2.75 -1.15 4.11
C -3.29 -2.10 3.25
C -3.39 -1.85 1.89
C -2.96 -0.63 1.40
C -2.43 0.34 2.23
C -2.32 0.07 3.59
S -3.02 -0.36 -0.36
C -4.60 0.50 -0.48
O -2.05 0.78 -0.65
H -2.74 -2.48 5.80
H -3.41 -0.89 6.14
H -1.67 -1.09 5.97
H -3.61 -3.06 3.64
H -3.77 -2.61 1.22
H -2.05 1.27 1.83
H -1.87 0.81 4.24
H -4.56 1.39 0.15
H -5.38 -0.17 -0.14
H -4.75 0.76 -1.52
```

## Properties
- LUMO level (eV) = 0.27
- frontier orbital gap (eV) = 8.534

---

So what do the calculations give for energy above the lowest of the compared OMol25 structures with the same formula, charge and spin? Going down the list: 2372.40; 457.50; 0.00; 469.96 kJ/mol.